(1)
This record from the Open Molecules 2025 dataset describes a gas-phase ion, C2H9N3 (charge +2) in a non-equilibrium geometry. The level of theory is wB97M-V/def2-TZVPD.

Charge: +2
SMILES: [NH2+]=CNC[NH3+]
LUMO energy, Eh: -0.2984
Spin multiplicity: 1

Structure (XYZ):
```
14
C2H9N3 wB97M-V/def2-TZVPD
N -2.47032 -0.38390 0.32159
C -1.66929 0.54090 -0.13369
N -0.36950 0.57747 -0.23187
C 0.72126 -0.47352 -0.11270
N 1.93331 0.26521 0.13818
H -3.45641 -0.29482 0.63142
H -2.13939 -1.26985 0.70450
H -2.20087 1.43220 -0.47991
H -0.03116 1.14058 -0.98616
H 0.57029 -1.04158 -1.02264
H 0.44741 -1.12273 0.64962
H 2.07734 0.97528 -0.69903
H 2.66678 -0.38708 0.32719
H 1.78258 0.59575 1.03480
```


(2)
This record from the Open Molecules 2025 dataset describes 9 unconnected molecules or ions with the total composition C46H119N9O14 in a non-equilibrium geometry. The level of theory is wB97M-V/def2-TZVPD.

SMILES: COC[C@H](C)N.COC[C@H](C)N.COC[C@H](C)N.COC[C@H](C)N.COCCNCCOC.COCCNCCOC.COCCNCCOC.COCCNCCOC.COCCNCCOC
LUMO energy, Eh: 0.0185
Spin multiplicity: 1

Structure (XYZ):
```
188
C46H119N9O14 wB97M-V/def2-TZVPD
C -2.64830 -4.62607 -0.80755
O -3.90413 -4.00297 -0.67129
C -3.90567 -2.96608 0.29171
C -3.40226 -3.29658 1.71305
C -4.18638 -4.51723 2.29948
N -3.71003 -2.24635 2.67032
H -2.56137 -5.51730 -0.17909
H -1.84179 -3.98622 -0.42174
H -2.40161 -4.82186 -1.84880
H -3.28647 -2.15898 -0.12561
H -4.90340 -2.53317 0.37172
H -2.33863 -3.53219 1.70558
H -3.86849 -5.52144 2.01489
H -5.21551 -4.37013 1.95780
H -4.22551 -4.53373 3.38746
H -3.21516 -1.39709 2.43116
H -4.66437 -2.08115 2.93862
C 0.57105 -1.77465 1.67118
O 0.15822 -0.50442 1.20892
C -0.36381 -0.49981 -0.10157
C -0.64298 0.89693 -0.62481
C -1.77128 0.87911 -1.67516
N 0.51759 1.44632 -1.35371
H 0.92363 -2.50926 0.94524
H -0.27419 -2.24419 2.19107
H 1.32134 -1.55057 2.43078
H 0.18163 -1.06089 -0.86908
H -1.32867 -1.03728 -0.08656
H -1.01231 1.62662 0.09913
H -2.10484 1.90750 -1.81172
H -2.66342 0.39756 -1.27012
H -1.48105 0.43861 -2.62808
H 1.42880 1.23052 -0.96808
H 0.53837 1.06955 -2.29221
C 3.65913 -9.34673 0.19248
O 2.84942 -8.21149 0.38357
C 3.56909 -7.00431 0.35909
C 2.69105 -5.89445 0.96056
C 3.24367 -4.52462 0.60223
N 2.48438 -6.01451 2.39412
H 4.18877 -9.33018 -0.76802
H 2.98850 -10.19196 0.33042
H 4.47522 -9.37018 0.93062
H 4.47965 -7.12126 0.97049
H 3.96908 -6.66468 -0.60544
H 1.72480 -6.00726 0.45860
H 3.44774 -4.47249 -0.47305
H 4.16693 -4.16549 1.05832
H 2.44398 -3.80266 0.77416
H 3.38600 -6.23396 2.82194
H 2.02117 -6.92007 2.50676
C 2.37269 1.30274 1.62430
O 2.86736 2.25177 0.69530
C 4.29298 2.26581 0.53433
C 4.55116 3.58650 -0.19118
C 4.18180 3.56427 -1.64739
N 5.93521 4.09002 0.01599
H 2.44022 0.29514 1.20576
H 1.32086 1.52894 1.76041
H 2.99093 1.40899 2.52429
H 4.66414 2.25064 1.56691
H 4.56493 1.32642 0.04384
H 3.94460 4.30217 0.37130
H 4.89288 3.00996 -2.27094
H 4.19410 4.52941 -2.16045
H 3.20676 3.09070 -1.76664
H 6.04631 4.39238 0.97758
H 6.08312 4.93063 -0.53090
C -7.95140 0.86427 -3.80819
O -6.67821 0.81710 -3.20432
C -6.50387 1.76749 -2.15890
C -5.02337 1.98045 -1.91129
N -4.68465 2.36625 -0.56974
C -4.83168 1.28298 0.40574
C -4.03932 1.69732 1.61548
O -4.41059 0.90375 2.75022
C -3.63041 1.22911 3.89771
H -8.35163 -0.15467 -3.77062
H -7.95313 1.22542 -4.83456
H -8.70916 1.38224 -3.21054
H -7.12886 1.60604 -1.27267
H -6.95926 2.69982 -2.52073
H -4.69316 2.78397 -2.57607
H -4.44355 1.11880 -2.27451
H -3.80814 2.83897 -0.41240
H -4.46806 0.35016 -0.04792
H -5.85133 1.08300 0.74374
H -4.20183 2.76157 1.82215
H -2.94556 1.63991 1.56382
H -4.21796 0.87999 4.74696
H -3.50933 2.30822 4.00456
H -2.69809 0.66215 3.85868
C 3.19646 4.99349 -6.31259
O 2.37448 5.15998 -5.17576
C 1.19301 4.37012 -5.22228
C 0.86184 3.86196 -3.84246
N -0.35277 3.05132 -3.75152
C -1.65516 3.74964 -3.89891
C -1.88622 4.71306 -2.77960
O -3.24639 5.20687 -2.83971
C -3.30993 6.60898 -3.10597
H 3.36570 3.93151 -6.50346
H 4.13594 5.51774 -6.14194
H 2.74398 5.48195 -7.18422
H 1.19761 3.52203 -5.91098
H 0.43009 5.09664 -5.53935
H 1.07031 4.60322 -3.06359
H 1.65031 3.11240 -3.68324
H -0.25570 2.53433 -2.87566
H -2.34774 2.91059 -3.88667
H -1.63170 4.27480 -4.85400
H -1.14633 5.51325 -2.69040
H -1.90670 4.19990 -1.81292
H -2.67098 6.78162 -3.97370
H -2.99115 7.24257 -2.26945
H -4.37019 6.82345 -3.23357
C -1.51127 -2.57920 6.61870
O -0.52680 -3.57016 6.71613
C 0.46171 -3.53114 5.71625
C 1.56598 -4.48588 6.15587
N 1.07126 -5.84928 6.07647
C 1.84555 -6.82703 6.81035
C 1.68836 -6.78375 8.33797
O 1.75396 -8.07436 8.94274
C 2.88401 -8.86603 8.58793
H -1.07044 -1.58048 6.74029
H -2.27974 -2.75428 7.36743
H -1.98572 -2.58192 5.62792
H 0.87612 -2.51185 5.69654
H 0.08447 -3.73635 4.70862
H 1.74756 -4.23529 7.21176
H 2.49028 -4.28299 5.61415
H 0.14488 -5.86008 6.48971
H 2.91821 -6.73731 6.61792
H 1.59418 -7.86229 6.56309
H 0.72442 -6.38921 8.66663
H 2.47964 -6.17243 8.79409
H 2.83163 -9.61315 9.38295
H 3.84107 -8.34151 8.63064
H 2.79917 -9.41840 7.64963
C 5.71380 -2.16406 -1.00305
O 5.05795 -1.55678 -2.09441
C 3.69811 -1.18656 -1.81678
C 3.11500 -1.00200 -3.21987
N 1.67888 -0.78901 -3.26716
C 1.09338 -0.41425 -4.55565
C 0.69279 -1.65692 -5.35494
O -0.28691 -2.36797 -4.62821
C -1.27781 -2.99956 -5.39463
H 6.77039 -2.20479 -1.27250
H 5.31826 -3.18031 -0.90706
H 5.62496 -1.58771 -0.07545
H 3.77689 -0.19700 -1.36229
H 3.14593 -1.98636 -1.31816
H 3.48299 -1.86825 -3.79206
H 3.61023 -0.17396 -3.73904
H 1.31494 -1.70532 -3.01259
H 1.80904 0.18206 -5.11977
H 0.14585 0.07591 -4.32561
H 1.56260 -2.27491 -5.61123
H 0.33847 -1.33709 -6.34323
H -0.87596 -3.78817 -6.03941
H -1.98236 -2.33214 -5.89772
H -1.86692 -3.53249 -4.63901
C -2.69480 5.16907 0.55750
O -1.99571 3.93650 0.69406
C -0.74559 4.11747 1.34966
C 0.46391 4.56341 0.47847
N 0.37051 5.94735 0.03297
C 1.51075 6.50446 -0.71284
C 1.35902 8.00042 -0.80196
O 0.64578 8.31737 -2.00135
C 0.00095 9.56395 -1.93906
H -2.68185 5.80933 1.44122
H -3.73047 5.04577 0.23644
H -2.21454 5.65962 -0.29365
H -0.47732 3.10415 1.65288
H -0.75667 4.80487 2.19797
H 0.54453 3.95288 -0.43068
H 1.30505 4.37746 1.14850
H -0.50078 6.15802 -0.42448
H 1.46129 6.07105 -1.72125
H 2.38735 6.08016 -0.22199
H 2.36857 8.43278 -0.82565
H 0.79271 8.49446 -0.01038
H -0.27362 9.89848 -2.94059
H 0.77322 10.31879 -1.71335
H -0.81516 9.55528 -1.21336
```